C23H62CdN3O6P2S4SbSi4Te | the ωB97M-V functional and the def2-TZVPD basis

XYZ file:
```
107
Properties=species:S:1:pos:R:3:forces:R:3:mulliken_spin:R:1
Cd 0.5089 1.0806 1.6727 0.268 0.114 0.050 0.055
N -1.0810 2.7625 2.2615 -0.156 0.139 -0.004 -0.001
N -2.1281 3.1163 1.3958 0.010 0.066 -0.028 0.000
C -3.0953 2.2600 1.1052 -0.018 -0.054 0.009 -0.001
N -3.8882 2.6205 0.0506 0.018 0.080 -0.035 0.000
S -3.3799 0.8666 1.9968 -0.027 0.026 0.013 0.003
H -1.4511 2.5413 3.1827 -0.001 -0.046 0.002 0.000
H -0.4869 3.5954 2.3051 0.051 -0.028 0.059 0.000
H -1.8697 3.9216 0.8067 0.045 -0.022 -0.032 0.000
H -3.4665 3.1903 -0.6693 0.001 -0.005 0.007 0.000
H -4.4965 1.8890 -0.2728 -0.009 -0.028 0.004 0.000
S -0.2478 5.3625 0.2608 -0.049 -0.048 0.055 0.000
Sb 1.3829 3.8447 -0.3844 0.001 -0.114 -0.116 0.000
S 2.3073 2.8719 1.5966 -0.090 -0.072 0.006 0.000
S -0.1944 1.7880 -0.8617 0.188 0.046 -0.097 0.001
C -2.3114 -2.3519 5.2562 -0.030 0.003 -0.009 0.006
C -1.9263 -0.8872 5.2231 0.098 -0.075 -0.049 0.030
C -2.8209 -0.0116 6.0716 -0.044 0.028 -0.029 0.001
O -0.5744 -0.7802 5.7441 0.063 0.056 0.137 0.005
P 0.6024 -0.2061 4.8322 -0.016 0.112 -0.096 -0.127
O 0.0842 0.8943 3.9578 0.038 -0.135 -0.140 0.008
C 1.3476 -1.5432 4.0072 0.001 -0.047 0.188 0.418
P 0.4934 -2.1958 2.0861 0.165 -0.166 0.079 0.192
O 1.0203 -1.0273 1.2499 -0.284 0.218 0.148 0.104
O 1.7071 -3.2884 2.0675 -0.112 0.053 0.018 0.017
C 1.6208 -4.6657 2.4395 0.039 -0.035 -0.051 -0.009
C 1.6331 -5.5183 1.1800 -0.011 -0.001 0.012 0.003
C 0.4456 -5.0239 3.3414 -0.018 -0.008 0.020 0.026
O -0.4651 -3.1375 1.0603 0.114 0.090 -0.030 0.223
C -1.7431 -2.7524 0.5486 0.032 0.007 0.061 -0.001
C -1.6604 -1.5103 -0.3189 -0.056 0.028 -0.035 -0.008
C -2.7666 -2.6079 1.6646 -0.030 -0.037 0.020 0.030
O 1.6437 0.3656 5.8905 -0.077 -0.179 0.055 0.027
C 1.4044 1.6650 6.4965 0.027 -0.058 -0.110 0.009
C 1.3734 1.4700 7.9969 -0.016 0.019 0.028 0.000
C 2.4960 2.5975 6.0165 -0.058 0.079 0.014 0.000
H -3.3203 -2.4855 4.8610 0.017 0.008 -0.002 0.002
H -2.2827 -2.7319 6.2798 0.007 0.027 0.010 0.000
H -1.6237 -2.9379 4.6452 -0.004 0.004 -0.028 -0.007
H -1.9245 -0.5166 4.1947 -0.055 0.007 0.027 -0.020
H -2.7994 -0.3377 7.1137 0.020 -0.022 0.001 0.000
H -3.8481 -0.0651 5.7068 0.013 0.015 -0.005 0.000
H -2.4950 1.0277 6.0219 0.003 -0.005 -0.020 0.000
H 1.3389 -2.4259 4.6432 0.045 -0.010 -0.014 0.022
H 2.3550 -1.3199 3.6632 -0.021 0.049 -0.061 -0.013
H 2.5426 -4.8496 3.0028 -0.014 -0.019 -0.018 0.002
H 0.7350 -5.3187 0.5957 0.002 0.005 0.004 -0.001
H 1.6669 -6.5804 1.4360 0.010 0.007 0.009 0.000
H 2.5039 -5.2764 0.5709 -0.004 0.011 0.000 -0.002
H -0.5007 -4.9340 2.8096 -0.003 0.021 -0.021 -0.007
H 0.4074 -4.3966 4.2328 0.025 0.018 -0.008 -0.003
H 0.5603 -6.0598 3.6683 0.002 0.008 0.000 0.001
H -2.0236 -3.6034 -0.0829 -0.049 0.028 0.017 0.001
H -1.5000 -0.6137 0.2817 -0.013 -0.095 -0.039 0.012
H -2.6020 -1.3714 -0.8571 -0.010 -0.007 -0.016 0.000
H -0.8444 -1.5967 -1.0367 -0.019 -0.004 0.037 -0.004
H -2.5341 -1.7393 2.2840 0.020 -0.079 -0.008 -0.009
H -2.7792 -3.5008 2.2927 0.012 -0.009 -0.004 0.002
H -3.7659 -2.4549 1.2514 0.020 0.014 -0.015 0.001
H 0.4385 2.0299 6.1395 -0.017 0.026 0.062 0.001
H 2.3333 1.0886 8.3494 0.006 -0.006 -0.015 0.000
H 0.5938 0.7599 8.2737 0.004 -0.002 -0.012 0.000
H 1.1738 2.4201 8.4960 0.006 0.001 -0.008 0.000
H 3.4763 2.2003 6.2848 -0.002 -0.017 -0.004 0.000
H 2.3802 3.5804 6.4785 0.001 -0.009 0.000 0.000
H 2.4443 2.7211 4.9341 0.020 -0.029 -0.003 0.000
C 0.8451 3.4482 -6.6322 0.046 0.081 0.062 0.000
Si 1.0466 3.1770 -4.7700 -0.009 -0.095 0.043 0.000
C -0.3179 4.1406 -3.8951 0.075 0.031 -0.058 0.000
C 2.7707 3.7693 -4.2922 -0.092 -0.017 -0.046 0.000
Si 0.8439 0.8796 -4.2855 -0.084 0.018 -0.180 0.000
Te 1.4505 0.3662 -1.9055 -0.056 0.035 0.054 0.008
Si -1.3146 0.0363 -4.6886 0.037 0.027 0.010 0.000
C -1.7283 0.2525 -6.5227 -0.081 -0.046 0.084 0.000
C -1.4072 -1.7991 -4.2614 -0.006 0.069 -0.062 0.000
C -2.6084 0.9587 -3.6760 0.049 -0.061 -0.080 0.000
Si 2.4710 -0.4030 -5.4010 0.013 0.074 0.099 0.000
C 2.2609 -2.2328 -5.0041 0.002 0.034 -0.053 0.000
C 4.1794 0.1451 -4.8208 -0.012 -0.037 -0.082 0.000
C 2.3879 -0.1929 -7.2747 0.042 -0.037 0.043 0.000
H 1.0384 4.5022 -6.8570 -0.009 -0.009 -0.024 0.000
H -0.1669 3.2213 -6.9724 -0.007 -0.033 0.020 0.000
H 1.5434 2.8489 -7.2209 -0.015 0.010 0.045 0.000
H 0.0179 5.1464 -3.6296 -0.005 0.001 -0.020 0.000
H -0.6534 3.6614 -2.9750 0.042 -0.022 0.014 0.000
H -1.1839 4.2402 -4.5559 -0.003 -0.023 0.001 0.000
H 2.7790 4.8557 -4.1712 0.000 0.001 -0.015 0.000
H 3.4867 3.5092 -5.0766 0.001 -0.014 0.015 0.000
H 3.1117 3.3295 -3.3544 -0.031 -0.012 0.019 0.000
H -1.0746 -0.3501 -7.1568 0.026 0.001 0.014 0.000
H -1.6332 1.2936 -6.8369 0.012 0.011 0.017 0.000
H -2.7592 -0.0591 -6.7169 0.010 -0.006 -0.004 0.000
H -0.8724 -2.0228 -3.3370 0.001 0.023 0.011 0.000
H -0.9826 -2.4161 -5.0566 0.015 0.028 0.012 0.000
H -2.4502 -2.0994 -4.1272 0.000 0.001 -0.001 0.000
H -2.7053 1.9971 -4.0010 0.029 0.008 0.005 0.000
H -2.3534 0.9622 -2.6146 0.013 -0.028 0.001 0.000
H -3.5784 0.4678 -3.8026 -0.013 0.021 0.008 0.000
H 2.2285 -2.4190 -3.9287 0.003 0.030 0.010 0.000
H 3.1015 -2.7957 -5.4204 -0.006 -0.011 0.007 0.000
H 1.3412 -2.6342 -5.4353 0.014 0.023 0.008 0.000
H 4.2506 0.2035 -3.7332 -0.041 -0.032 0.008 0.000
H 4.4264 1.1339 -5.2142 -0.018 -0.001 0.004 0.000
H 4.9405 -0.5581 -5.1718 0.007 0.019 -0.009 0.000
H 1.3877 -0.3849 -7.6669 -0.014 -0.002 0.015 0.000
H 3.0750 -0.9004 -7.7486 0.000 0.015 -0.018 0.000
H 2.6816 0.8134 -7.5812 -0.014 -0.016 0.028 0.000
```
Forces are in eV/Å.

As for the largest force on an atom: 0.39 eV Å⁻¹. Its expectation value of S² is 0.755. The spin multiplicity is 2. The frontier orbital gap (spin up / spin down) is 6.3685 / 7.0351 eV. Its LUMO energy (spin up / spin down) is 2.3 / 2.3 eV. For the energy relative to the best compared isomer or geometry (same formula, charge and spin), the calculation gives 6.8 kcal/mol. The charge is -1. The highest occupied orbital energy (spin up / spin down) comes out at -4.1 / -4.7 eV.